Formula: C10H15GaNO2
Source: the Open Molecules 2025 dataset
Level of theory: the ωB97M-V functional and the def2-TZVPD basis

Last column: Mulliken charge in e.
Atoms and positions in Å:
C 1.4653 -1.1633 0.2419  -0.70
N -1.8302 2.6398 0.5563  0.06
H 3.4548 0.5668 -1.3496  -0.30
C 4.4068 -2.2370 -0.8532  -0.84
H 0.2474 0.4775 -0.7324  0.23
H -0.4984 -4.3123 -1.4228  0.31
Ga 2.8383 -0.9322 -1.2928  0.16
C 0.1280 -0.3374 0.0507  -0.36
H -0.0575 0.2221 1.0207  0.14
H 5.6075 -4.0938 -0.2115  0.31
H 1.2830 -2.2487 0.5100  0.28
C -0.9356 -3.6229 -0.6458  -0.90
H 1.9736 -0.7261 1.1590  0.34
H -2.0016 -3.9676 -0.4811  0.28
H 2.2067 -1.3054 -2.7098  -0.25
H -1.4697 1.8117 0.1092  0.27
O -1.0644 -1.1413 -0.1718  -0.31
H -3.2953 4.3253 2.9291  0.37
C 5.2149 -3.1209 -0.5828  0.25
H -2.4635 5.8249 0.8235  0.38
C -1.7706 3.9049 0.0410  -0.54
C -0.8750 -2.1233 -1.1413  0.54
H -1.3158 4.0893 -0.9191  0.36
H -0.3248 -3.7815 0.2921  0.27
C -2.7919 3.9744 2.0414  -0.56
C -2.4550 2.6717 1.7720  -0.28
O -0.7148 -1.9199 -2.3146  -0.47
H -2.6044 1.7673 2.3398  0.36
C -2.3576 4.7575 0.9418  -0.39

Energy relative to the best compared isomer or geometry (same formula, charge and spin) in eV: 0.771
Spin multiplicity: 1
E_LUMO in eV: 3.02
E_HOMO in hartree: -0.187
Net charge: -1

Formula: C25H21FNO6S3
Source: the Open Molecules 2025 dataset
Level of theory: the ωB97M-V functional and the def2-TZVPD basis

Last column: Mulliken charge in e.
Atoms and positions in Å:
C -3.4165 -0.4586 -1.7910  -0.50
H 0.3649 -3.5333 1.7243  0.42
C 2.6635 -5.2528 -0.9006  -0.45
C 1.0227 -4.0099 1.0014  -0.36
C 5.3325 1.8615 3.3051  -0.34
C 3.6335 3.4138 2.5132  -0.55
H -3.8797 1.6278 -2.0361  0.33
H -4.3262 3.7389 -0.7334  0.48
C -3.2752 0.7162 -3.9064  -0.63
C 4.8807 3.1581 3.0880  -0.63
C 4.5398 0.7909 2.9294  -0.51
C -2.7130 -1.6430 -3.8006  -0.49
O -3.9891 -2.8765 -0.4067  -0.70
H -3.4112 1.6320 -4.4883  0.36
C 1.2864 -5.1687 -1.1267  -0.40
C 3.3009 0.9765 2.3447  -0.63
H -3.6299 -0.4765 -0.7252  0.43
H -3.9837 3.5193 1.7307  0.38
C -3.0263 -1.6340 -2.4390  0.16
H 2.6911 0.1219 2.0767  0.67
O -3.6247 -4.1319 -2.5471  -0.68
H 4.2836 -4.8713 0.4810  0.34
C -3.3192 3.7562 -0.3123  -0.52
H 0.8330 -5.5714 -2.0290  0.40
H 6.3113 1.7379 3.7578  0.37
H -2.4054 -2.5721 -4.2751  0.40
C -2.8273 -0.4555 -4.5279  -0.42
C 0.4786 -4.5706 -0.1566  0.16
C -3.1328 3.6472 1.0660  -0.69
H 5.4512 4.0356 3.3237  0.37
O -1.7712 -4.6225 1.0711  -0.69
H -1.6901 3.6512 2.6957  0.40
N -1.6121 -3.4087 -1.1625  -0.34
C 1.5980 2.4893 1.4810  -0.36
O 1.5644 4.9882 0.4552  -0.60
H 4.9068 -0.2021 3.0845  0.41
H 3.2991 -5.7259 -1.6513  0.33
C 3.2155 -4.7536 0.2855  -0.43
S -1.3072 -4.7370 -0.2816  1.13
S -3.1682 -3.1951 -1.5594  1.15
H 2.8285 -3.6737 2.1275  0.38
C -1.8498 3.7244 1.6186  -0.26
H -2.5865 -0.4524 -5.5936  0.33
H -0.0529 4.0633 -1.2602  0.39
C -0.9253 3.9603 -0.6161  -0.28
H 1.0697 1.6498 0.8375  0.44
C 2.7928 2.2929 2.1096  0.99
F 0.7277 0.8018 1.6247  -0.52
C -2.2142 3.8858 -1.1522  -0.53
O -1.5098 -5.9563 -1.0317  -0.68
C 2.3997 -4.1015 1.2188  -0.48
H -2.3307 3.9451 -2.2317  0.37
C -0.7656 3.9134 0.7644  0.19
H 3.2802 4.4316 2.3119  0.35
S 0.8839 4.1678 1.4493  1.25
O 0.6542 4.6413 2.8001  -0.63
C -3.5504 0.7150 -2.5349  -0.07

Energy relative to the best compared isomer or geometry (same formula, charge and spin) in eV: 0.000
Spin multiplicity: 1
E_LUMO in eV: -0.30
E_HOMO in hartree: -0.194
Net charge: -1

Formula: C18H28N3O9S
Source: the Open Molecules 2025 dataset
Level of theory: the ωB97M-V functional and the def2-TZVPD basis

Last column: Mulliken charge in e.
Atoms and positions in Å:
H -1.0751 -4.4133 -6.2938  0.36
C 4.7798 0.1664 -3.9434  0.33
C -4.8858 2.0569 5.4567  -0.46
H 0.3469 3.1954 2.4225  0.31
C 3.2694 0.1506 -3.8454  -0.05
C -3.1052 3.4352 5.5367  0.73
H 2.1468 2.2170 1.7405  0.28
H -3.2609 1.1703 2.0031  0.29
C 0.2134 -3.6609 -2.4356  0.61
C 0.2975 1.9181 0.9805  0.28
C 0.0692 -3.5270 -4.6971  0.48
H 2.1250 -4.1605 -4.3729  0.34
H 6.5556 0.2511 -2.7235  0.36
H -1.0223 1.4329 3.0666  0.19
H -4.5377 1.1259 5.0010  0.27
H -5.9613 2.1415 5.3312  0.37
C 5.5026 -0.0086 -2.6283  -1.33
C -2.4046 1.5808 1.4846  -0.49
O -3.1225 2.7822 6.7113  -0.34
H -3.4871 0.3217 7.3576  0.35
H -2.2615 0.2266 -0.1584  0.41
O 3.8303 -1.8976 -6.4866  -0.51
H -5.0453 2.9273 7.4239  0.27
N -0.4094 1.1331 0.0846  -0.10
H 0.6390 -4.2009 -6.6555  0.38
H 1.9477 -2.4351 -4.7582  0.03
C -1.6435 0.5260 0.6770  -0.37
H 3.1484 -1.2071 -0.3993  0.54
H 5.0638 0.6326 -1.8625  0.31
O -4.2186 3.1605 4.8172  -0.32
H 2.9081 -0.5312 -3.0691  0.07
C 3.9092 -1.1476 -5.5747  0.77
S -1.2832 -1.0134 1.5511  -0.05
N 1.5909 1.6735 1.0930  -0.05
C 2.7208 -0.3028 -0.0318  -0.16
C -1.4695 2.2261 2.4691  -0.51
H -2.7687 2.3226 0.7754  0.33
C 1.4916 -3.2785 -4.2560  -0.28
H -1.9452 2.9137 3.1470  0.32
O 1.3314 -3.0085 -2.8484  -0.28
H 2.8376 1.1370 -3.6939  0.31
O 2.8854 -0.3691 -5.1254  -0.37
O -0.0862 -3.8305 -1.2993  -0.56
H 0.1030 -5.4931 -5.5619  0.37
C -0.0722 -4.4637 -5.8726  -1.43
C 2.2344 0.7113 0.3573  -0.39
H -0.6468 -0.5784 2.6491  0.09
N -0.3164 2.8802 1.7167  -0.28
O 5.0131 -0.9499 -4.8211  -0.38
O -0.4996 -4.0923 -3.4947  -0.37
H -5.2563 0.3072 7.5041  0.37
C -4.3571 0.9012 7.6658  -1.41
H -0.4469 -2.5836 -4.8934  0.25
H -0.6999 1.6963 -0.7116  0.31
H -4.2644 1.0895 8.7338  0.36
C -4.4321 2.1965 6.8930  0.44
O -2.2274 4.1497 5.1653  -0.57
H 5.4493 -1.0469 -2.3006  0.33
H 5.1253 1.0669 -4.4567  0.27

Spin multiplicity: 1
E_LUMO in eV: -4.07
E_HOMO in hartree: -0.466
Net charge: +1

Formula: C5H7N
Source: the Open Molecules 2025 dataset
Level of theory: the ωB97M-V functional and the def2-TZVPD basis

Last column: Mulliken charge in e.
Atoms and positions in Å:
H 2.7201 1.9422 1.4930  0.37
C -0.5497 -0.1580 0.1454  0.56
C 0.5577 1.6526 2.1210  -0.40
C 0.4516 -0.4647 -0.6286  -0.39
H 1.4495 -0.7666 -0.3334  0.36
N -1.6781 0.1225 0.5309  -0.60
H -2.3223 -0.6616 0.5669  0.27
H -1.0488 -0.4302 -2.2566  0.28
C -0.3218 -1.1120 -1.7963  -1.06
C 1.7037 1.7974 1.7856  -0.41
H -0.4742 1.4996 2.3551  0.44
H 0.4058 -1.4271 -2.5279  0.32
H -0.8935 -1.9942 -1.4551  0.26

Energy relative to the best compared isomer or geometry (same formula, charge and spin) in eV: 4.514
Spin multiplicity: 1
E_LUMO in eV: 1.06
SMILES string: CC=C=N.C#C
E_HOMO in hartree: -0.315
Net charge: 0

Formula: C11H16BClN6Pb
Source: the Open Molecules 2025 dataset
Level of theory: the ωB97M-V functional and the def2-TZVPD basis

Last column: Mulliken charge in e.
Atoms and positions in Å:
N -1.3160 -1.1989 -1.3855  0.27
C -1.9590 -1.8575 -2.3666  -0.04
Pb 1.3188 0.4301 0.4669  1.29
H -2.3066 -3.0480 1.7898  0.50
C -1.0619 2.6863 0.6839  -0.05
H 1.8790 1.4063 3.0396  0.42
H 3.1018 2.8641 -1.4902  0.23
C 0.7753 -2.0737 2.4191  -0.03
N -1.0022 -1.5811 1.1530  0.17
H -1.2898 -2.4872 -4.3788  0.41
N -0.7262 1.3870 0.5264  -0.22
H -0.1943 -3.7779 3.4167  0.43
C -2.4423 2.8076 0.5264  -1.08
C 2.4588 1.3729 2.1207  -0.71
H 1.0466 -1.2695 -3.5541  0.45
C 3.7647 2.0865 -1.7899  -0.81
Cl 2.8429 2.9724 1.5744  0.03
C -1.3296 -2.6326 1.9020  0.09
H -3.9066 1.1304 0.0958  0.50
H 1.7846 -1.9465 2.7909  0.45
C -0.2398 -2.9785 2.7128  -1.14
C 0.1145 -1.3796 -3.0126  -0.39
B -1.8528 -0.8643 0.0450  0.01
H 3.3655 0.7729 2.2391  0.47
C -1.0829 -2.0055 -3.4370  -0.84
H -3.0262 3.7037 0.5929  0.42
H 3.5187 1.8331 -2.8308  0.33
H -2.9514 -1.2905 0.1358  -0.04
H 3.7496 1.1310 -1.2071  0.02
N -1.8841 0.6705 0.2707  0.09
C -2.9177 1.5153 0.2723  0.05
N -0.0243 -0.8851 -1.7625  -0.29
H 4.7872 2.4949 -1.7270  0.31
H -2.9860 -2.1659 -2.2198  0.43
H -0.2967 3.4176 0.9074  0.46
N 0.2886 -1.2403 1.4800  -0.20

Energy relative to the best compared isomer or geometry (same formula, charge and spin) in eV: 0.000
Spin multiplicity: 1
E_LUMO in eV: -11.28
E_HOMO in hartree: -0.565
Net charge: +2

Formula: C16H18N2O11S2
Source: the Open Molecules 2025 dataset
Level of theory: the ωB97M-V functional and the def2-TZVPD basis

Last column: Mulliken charge in e.
Atoms and positions in Å:
C -0.7189 1.2883 2.5154  0.63
H 3.9863 1.4970 1.2712  0.31
H -1.8579 1.7311 4.6259  0.29
O -2.9940 -5.8656 -1.7333  -0.53
C -1.4837 -3.5303 -3.9008  -0.22
C 3.1590 0.7883 1.7087  -0.68
O -1.8850 3.8770 0.4361  -0.55
C -0.4891 -0.0299 1.5881  0.39
H -2.0232 -2.9347 -4.6410  0.31
O 1.2036 1.6924 -3.5433  -0.30
S -1.8137 -5.0667 -1.9683  1.09
H 0.1279 0.0567 0.5881  -0.13
H 2.4568 -0.7902 3.9618  0.30
S 0.9198 0.3976 -2.5928  0.98
C -0.9954 1.9912 -2.7838  -0.13
H -0.8469 -2.3564 1.3196  0.31
C -1.2028 -4.9492 -4.3884  -0.32
O 1.0094 -0.7912 -3.4112  -0.56
H -0.3283 -4.9952 -5.0429  0.30
H -0.5560 -3.0168 -3.6270  0.21
O 1.6577 0.5635 -1.3622  -0.48
H 3.7044 -0.2522 1.9159  0.33
H -0.8349 2.7111 -1.9747  0.13
H 2.3224 0.5643 0.9153  0.05
O -0.9826 -5.7209 -3.2089  -0.31
C 1.2448 3.2677 2.5646  0.56
N 2.3432 2.6960 3.4313  -0.50
O -2.2636 -3.6898 -2.7180  -0.29
C 2.6197 1.3845 3.1369  0.59
H -2.8083 -0.7745 4.9871  0.28
O -0.6559 0.6938 -2.2973  -0.28
C 1.3476 4.7679 1.8863  0.38
H -2.0702 -5.3654 -4.9108  0.29
O -0.8724 -4.7256 -0.9249  -0.52
O 2.5528 5.3501 1.8167  -0.50
H 3.2940 0.4416 5.1316  0.33
C 2.3790 0.3018 4.3894  -0.90
C -2.1319 -0.5975 4.0163  -0.18
H 0.0645 3.3169 -4.1673  0.33
C -1.6055 0.9040 3.8256  -0.38
H -0.3723 1.7265 -4.8511  0.29
O 0.0108 5.2131 1.4529  -0.26
C -0.7831 3.9639 1.2242  0.26
N -1.9399 -1.8340 3.2092  -0.42
C -0.0436 2.2520 -3.9482  -0.41
C -0.0847 2.7523 2.1418  -0.25
H -2.0436 2.0202 -3.0929  0.32
C -1.1018 -1.4388 2.0437  -0.40
H 1.3857 0.5142 4.9855  0.23

Spin multiplicity: 1
E_LUMO in eV: -1.43
SMILES string: CC(C)=NC1=C(c2ccncc2)C(=O)OC1=O.O=S1(=O)OCCO1.O=S1(=O)OCCO1
E_HOMO in hartree: -0.337
Net charge: 0

Formula: C28H29ORhSi
Source: the Open Molecules 2025 dataset
Level of theory: the ωB97M-V functional and the def2-TZVPD basis

Last column: Mulliken charge in e.
Atoms and positions in Å:
Rh -0.3396 0.0921 -1.1257  0.34
H -1.1867 4.0675 -1.3934  0.29
C 0.9787 1.4304 0.1986  0.03
C -2.7568 -2.5537 2.8849  -0.93
C -0.6863 -0.8270 -3.1069  -0.53
H 0.7051 0.6650 -3.8040  0.61
H -2.5245 2.1725 -1.4226  0.59
C -0.6532 3.1453 -4.7171  -1.49
C -1.8186 -1.7930 2.2096  0.07
C -1.8226 -1.0986 -2.3282  1.13
H 1.3203 3.3795 -0.6813  0.64
C -0.0225 3.4755 0.9826  -0.64
H -0.6831 -4.8530 4.2615  0.44
H -0.3158 4.1308 -5.0331  0.43
C -2.3438 -3.6555 3.6264  -0.48
C -1.2579 4.1342 -2.4799  -1.63
C -2.4138 0.0291 -1.6783  -0.56
H -0.1513 4.5487 0.9323  0.55
H -1.4809 -3.0236 -1.4911  0.30
H -0.9995 0.8468 2.9147  0.56
H -0.8504 5.0990 -2.7768  0.42
C 4.8335 -1.8343 1.0060  -0.66
C 2.9937 -1.3549 3.0345  -0.15
H 0.9850 -3.5052 3.0596  0.42
C -0.4572 -2.1130 2.2657  0.72
H -3.1973 -0.1508 -0.9521  0.38
C -1.0005 -3.9933 3.6874  -0.70
H -0.0646 2.4072 -5.2622  0.41
C 5.2534 -1.7496 2.3258  -0.48
H 5.5513 -2.0307 0.2210  0.42
C -0.5059 1.3798 2.1116  -0.79
H 4.6683 -1.4448 4.3678  0.43
C -2.0199 1.3686 -1.9410  -0.27
H 2.2866 -1.1747 3.8376  0.42
H 1.8054 0.9730 -0.3778  0.47
C 0.3475 0.6869 1.2438  0.30
C -0.9419 1.6412 -2.7895  0.51
H -3.0745 -4.2501 4.1583  0.41
C -0.0611 -3.2287 3.0091  -0.48
C -0.6688 2.7462 1.9950  -0.72
Si 0.7873 -1.1598 1.3095  0.81
C -2.2605 -2.4962 -2.0454  -1.70
H 6.3002 -1.8771 2.5673  0.41
C -0.4961 3.0250 -3.1906  0.53
C 4.3360 -1.5079 3.3405  -0.76
C -0.2260 0.5049 -3.2730  -0.68
H -2.1543 -0.9272 1.6419  0.22
C 3.4911 -1.6747 0.6980  -0.13
H -1.6995 3.0398 -5.0076  0.41
H -3.1807 -2.5190 -1.4672  0.43
H -2.3127 4.1278 -2.7637  0.43
H -0.0971 -1.6459 -3.5014  0.56
C 0.7913 2.8270 0.0848  -0.78
H 3.1700 -1.7572 -0.3350  0.31
H -2.4175 -3.0277 -2.9850  0.43
H -1.2944 3.2713 2.7057  0.48
H -3.8056 -2.2904 2.8463  0.43
H 0.5710 3.1062 -2.9572  0.30
C 2.5540 -1.4348 1.7068  0.24
O 0.5139 -1.3689 -0.3474  -0.73

Spin multiplicity: 1
E_LUMO in eV: -9.23
E_HOMO in hartree: -0.520
Net charge: +2

Formula: C6H8N2O
Source: the Open Molecules 2025 dataset
Level of theory: the ωB97M-V functional and the def2-TZVPD basis

Last column: Mulliken charge in e.
Atoms and positions in Å:
H 1.0654 1.6394 -1.1834  0.24
H -3.4221 -1.6186 0.2161  0.43
C -0.1118 0.2383 -0.1279  -0.07
N -1.4502 0.8928 -0.0003  1.25
C 1.0128 1.2048 -0.1788  0.02
N -2.5155 0.1835 0.1331  -1.00
H 0.7525 2.0256 0.4951  0.38
H -1.2820 -2.9235 -0.1066  0.36
C -2.4577 -1.1431 0.1053  -0.25
C -0.0932 -1.1203 -0.1589  -0.12
O -1.4985 2.1218 -0.0135  -0.71
H 3.0903 1.3957 0.3389  0.37
H 2.2712 0.0609 1.1475  0.38
C 2.3573 0.6031 0.2078  -1.38
H 0.8492 -1.6385 -0.2544  0.33
H 2.7221 -0.0748 -0.5603  0.31
C -1.2900 -1.8471 -0.0596  -0.53

Energy relative to the best compared isomer or geometry (same formula, charge and spin) in eV: 2.478
Spin multiplicity: 1
E_LUMO (spin up / spin down) in eV: 0.49 / 0.49
SMILES string: CCc1cccn[n+]1[O-]
E_HOMO (spin up / spin down) in hartree: -0.319 / -0.319
Net charge: 0

| no. | total energy (a.u.) |
| --- | --- |
| 1 | -2519.9779 |
| 2 | -2765.7599 |
| 3 | -1942.0259 |
| 4 | -249.3074 |
| 5 | -1434.5270 |
| 6 | -2353.5103 |
| 7 | -1559.0955 |
| 8 | -418.0922 |